The following is a DFT calculation (ωB97M-V/def2-TZVPD) of a molecular structure, C3H6O3Sn at a distorted geometry.

```
13
Properties=species:S:1:pos:R:3:forces:R:3
C -1.624 0.129 -0.630 -0.511 0.243 -0.091
O -0.286 -0.118 -0.135 -1.040 2.474 -1.408
C -0.083 -1.066 0.768 3.296 -4.166 2.760
C 1.278 -1.419 0.946 -6.733 -1.792 1.600
O 2.172 -0.742 0.379 3.636 1.775 -0.593
H -1.504 0.739 -1.528 -0.138 -0.155 0.140
H -2.092 -0.832 -0.864 0.142 0.238 0.020
H -2.180 0.677 0.137 0.068 -0.194 -0.170
H -0.934 -1.617 1.166 0.325 0.239 -0.234
H 1.526 -2.330 1.505 0.111 0.495 -0.100
Sn 1.510 0.819 -0.627 1.675 -4.934 -2.104
O 1.345 2.570 -0.834 -0.644 5.235 -0.127
H 0.870 3.190 -0.283 -0.187 0.543 0.308
```
Forces are in eV/Å.

The energy above the lowest of the compared OMol25 structures with the same formula, charge and spin is 182.1 kJ/mol. Its expectation value of S² is 0.757. The spin multiplicity is 2. The calculation puts the HOMO-LUMO gap (spin up / spin down) at 8.20 / 6.04 eV. Its charge is +1. The calculation puts the LUMO energy (spin up / spin down) at -0.16612 / -0.24337 Eh. As for the HOMO energy (spin up / spin down): -12.7 / -12.7 eV.